Entry from OMol25: one molecule with the formula C21H25N3O2 in a non-equilibrium geometry (ωB97M-V/def2-TZVPD).

Computed properties:
**SMILES**: CCCn1nc2cc(C(=O)NCc3ccc(C)cc3)ccc2c1OCC
**Kohn-Sham gap**: 8.5 eV
**Largest force on an atom**: 0.023 Eh/bohr
**E**: -30748.3869 eV
**LUMO**: 0.50 eV
**HOMO level**: -7.98 eV
**Charge**: 0

Each line ends with the Mulliken charge.
Geometry (Å):
C 4.71 2.63 2.09  -1.052
C 4.15 3.33 0.87  -0.504
C 4.22 2.45 -0.38  -0.682
N 3.36 1.30 -0.25  1.095
N 2.05 1.47 -0.17  -1.359
C 1.54 0.24 0.02  -0.610
C 0.20 -0.14 0.17  -0.422
C -0.07 -1.47 0.37  1.096
C -1.47 -1.98 0.50  0.309
O -1.82 -3.06 0.06  -0.667
N -2.31 -1.16 1.17  -0.169
C -3.73 -1.42 1.29  -1.058
C -4.54 -0.40 0.54  0.723
C -5.57 0.30 1.15  -0.760
C -6.30 1.25 0.45  -0.648
C -6.01 1.51 -0.89  0.916
C -6.81 2.52 -1.66  -1.410
C -4.98 0.81 -1.50  -0.748
C -4.26 -0.14 -0.80  -0.203
C 0.96 -2.44 0.40  -0.928
C 2.28 -2.09 0.27  -0.435
C 2.59 -0.73 0.07  1.264
C 3.75 0.02 -0.11  -0.624
O 5.06 -0.33 -0.15  -0.474
C 5.57 -0.70 -1.43  -0.262
C 5.04 -2.04 -1.92  -1.174
H 4.15 1.72 2.31  0.266
H 4.66 3.28 2.96  0.365
H 5.75 2.35 1.93  0.282
H 4.71 4.25 0.67  0.381
H 3.10 3.60 1.04  0.332
H 3.90 3.02 -1.26  0.312
H 5.24 2.09 -0.53  0.274
H -0.57 0.61 0.10  0.522
H -1.98 -0.26 1.50  0.224
H -3.88 -2.42 0.87  0.355
H -4.02 -1.43 2.35  0.369
H -5.80 0.11 2.19  0.325
H -7.09 1.78 0.94  0.325
H -7.50 2.01 -2.33  0.287
H -7.38 3.16 -1.00  0.350
H -6.15 3.14 -2.27  0.355
H -4.75 1.00 -2.54  0.376
H -3.46 -0.68 -1.29  0.429
H 0.67 -3.47 0.54  0.440
H 3.06 -2.83 0.32  0.509
H 6.65 -0.75 -1.28  0.376
H 5.35 0.08 -2.16  0.296
H 3.96 -1.99 -2.08  0.374
H 5.51 -2.29 -2.87  0.407
H 5.26 -2.82 -1.20  0.251